Record 1
{"formula": "C8H8OS2", "method": "ωB97M-V/def2-TZVPD", "relative_energy_kcal_mol": 26.1, "smiles": "SC1(S)COc2ccccc21", "homo_lumo_gap_ev": 9.254, "symbols": ["S", "C", "S", "C", "O", "C", "C", "C", "C", "C", "C", "H", "H", "H", "H", "H", "H", "H", "H"], "xyz": [[-2.26, 0.57, -1.49], [-1.43, -0.18, -0.08], [-2.21, 0.33, 1.51], [-1.27, -1.71, -0.01], [0.09, -2.10, -0.07], [0.86, -0.96, 0.09], [2.22, -0.79, 0.22], [2.73, 0.52, 0.14], [1.91, 1.62, 0.02], [0.53, 1.50, -0.09], [0.07, 0.20, -0.07], [-3.46, -0.14, -1.81], [-2.83, 1.46, 1.20], [-1.83, -2.00, 0.91], [-1.83, -2.19, -0.89], [2.79, -1.77, 0.35], [3.78, 0.78, 0.04], [2.39, 2.58, -0.07], [-0.24, 2.25, 0.11]]}


Record 2
{"formula": "C8H8S2Si", "method": "ωB97M-V/def2-TZVPD", "relative_energy_kcal_mol": 0.0, "smiles": "C1=C\\c2ccsc2/C=C\\S[SiH2]/1", "homo_lumo_gap_ev": 8.824, "symbols": ["C", "C", "C", "C", "C", "S", "C", "C", "C", "S", "Si", "H", "H", "H", "H", "H", "H", "H", "H"], "xyz": [[-1.24, 1.49, -0.24], [-0.03, 1.42, -0.73], [0.97, 0.42, -0.37], [2.13, 0.74, 0.37], [2.83, -0.30, 0.91], [1.99, -1.76, 0.52], [0.68, -0.91, -0.23], [-0.33, -1.53, -1.09], [-1.62, -1.64, -0.98], [-2.68, -1.24, 0.41], [-1.66, 0.52, 1.20], [-1.98, 2.25, -0.58], [0.24, 2.22, -1.37], [2.43, 1.84, 0.39], [3.77, -0.26, 1.44], [0.04, -2.07, -1.97], [-2.38, -2.15, -1.74], [-0.45, 0.12, 1.92], [-2.71, 0.82, 2.11]]}


Record 3
{"formula": "C8H9BrCl4MnNO2Si", "method": "ωB97M-V/def2-TZVPD", "spin_multiplicity": 2, "homo_lumo_gap_ev": [5.610, 6.326], "total_charge": 1, "symbols": ["Mn", "Cl", "Si", "Cl", "Cl", "Cl", "C", "H", "H", "N", "H", "H", "H", "Br", "C", "C", "C", "C", "C", "C", "C", "O", "O", "H", "H", "H", "H"], "xyz": [[0.52, -1.88, 0.85], [2.03, -0.86, 4.14], [1.18, -2.30, 3.04], [-1.19, -2.36, 2.11], [0.97, -3.98, 4.08], [0.03, -2.94, -1.19], [0.77, -3.72, 0.19], [1.75, -4.11, -0.04], [0.07, -4.43, 0.63], [2.47, -1.51, 0.14], [2.97, -2.29, -0.28], [3.11, -1.05, 0.77], [2.28, -0.84, -0.63], [-1.15, 4.86, -3.40], [-1.37, 3.60, -2.01], [-2.41, 3.76, -1.10], [-2.58, 2.84, -0.07], [-1.71, 1.76, 0.05], [-0.68, 1.61, -0.88], [-0.51, 2.52, -1.91], [0.25, 0.46, -0.81], [1.01, 0.11, -1.68], [0.21, -0.22, 0.35], [-3.08, 4.60, -1.19], [-3.39, 2.96, 0.63], [-1.84, 1.04, 0.84], [0.29, 2.38, -2.62]]}


Record 4
{"formula": "C8H9BrN2", "method": "ωB97M-V/def2-TZVPD", "relative_energy_kcal_mol": 114.1, "homo_lumo_gap_ev": [7.870, 7.868], "symbols": ["C", "C", "C", "C", "C", "C", "C", "C", "N", "N", "Br", "H", "H", "H", "H", "H", "H", "H", "H", "H"], "xyz": [[-0.57, 2.59, 0.03], [-1.84, 1.97, -0.16], [0.60, 2.02, 0.16], [1.20, -0.15, -1.27], [-1.89, 0.67, 0.05], [1.03, 0.52, 0.07], [0.18, -0.46, 0.74], [-0.51, -2.73, 0.30], [0.71, -1.31, -1.31], [0.22, -1.60, -0.03], [-3.45, -0.36, -0.09], [-0.61, 3.66, 0.12], [-2.85, 2.50, -0.52], [1.42, 2.71, 0.30], [1.56, 0.22, -2.16], [2.08, 0.35, 0.59], [0.03, -0.52, 1.90], [-0.31, -3.60, -0.32], [-0.36, -2.95, 1.32], [-1.56, -2.57, 0.01]]}


Record 5
{"formula": "C8H9BrNO3S", "method": "ωB97M-V/def2-TZVPD", "spin_multiplicity": 3, "homo_lumo_gap_ev": [5.575, 4.415], "total_charge": -1, "symbols": ["C", "C", "C", "C", "C", "C", "C", "C", "N", "O", "O", "O", "S", "Br", "H", "H", "H", "H", "H", "H", "H", "H", "H"], "xyz": [[-1.34, -1.35, -2.28], [2.46, -2.88, -0.91], [-1.73, -0.38, -3.37], [-0.18, -0.62, -0.15], [0.24, 0.22, 0.81], [-1.10, 0.65, -2.35], [0.18, 1.74, 0.89], [0.68, -0.42, 2.18], [-0.78, -0.37, -1.43], [1.61, -3.48, -1.36], [-1.56, -2.49, -2.08], [3.35, -2.40, -0.35], [-0.99, 2.22, -2.31], [2.02, -0.36, -2.93], [-1.16, -0.59, -4.41], [-2.84, -0.43, -3.54], [-0.19, -1.67, -0.02], [1.15, 2.01, 0.56], [0.09, 1.85, 1.93], [-0.67, 2.28, 0.34], [1.55, -1.13, 2.11], [-0.08, -1.22, 2.52], [0.79, 0.27, 3.04]]}


Record 6
{"formula": "C8H9CaNS2", "method": "ωB97M-V/def2-TZVPD", "homo_lumo_gap_ev": 6.709, "symbols": ["Ca", "C", "H", "H", "H", "H", "H", "S", "C", "N", "C", "C", "C", "C", "C", "C", "S", "H", "H", "H", "H"], "xyz": [[0.54, 0.26, -2.23], [0.64, 0.11, -4.64], [1.74, -0.06, -4.68], [0.16, -0.81, -5.01], [0.43, 0.92, -5.36], [-1.46, 1.07, -3.92], [-1.73, 0.88, -3.21], [-0.17, -2.30, -1.86], [-0.17, -1.68, -0.29], [0.00, -0.34, -0.04], [-0.04, 0.00, 1.31], [0.11, 1.30, 1.79], [0.14, 1.49, 3.17], [0.05, 0.38, 4.05], [-0.09, -0.91, 3.54], [-0.16, -1.11, 2.17], [-0.34, -2.58, 1.24], [0.18, 2.11, 1.07], [0.23, 2.49, 3.58], [0.09, 0.55, 5.12], [-0.14, -1.78, 4.21]]}


Record 7
{"formula": "C8H9CdNO6", "method": "ωB97M-V/def2-TZVPD", "relative_energy_kcal_mol": 0.0, "homo_lumo_gap_ev": 8.563, "total_charge": 2, "symbols": ["Cd", "C", "O", "C", "O", "C", "O", "C", "O", "C", "H", "H", "C", "H", "H", "N", "C", "C", "O", "O", "H", "H", "H", "H", "H"], "xyz": [[0.15, 0.75, -0.76], [0.38, 1.78, 1.22], [0.50, 2.03, 2.34], [0.27, 2.87, -1.91], [0.12, 3.98, -2.10], [-2.00, 0.88, -0.94], [-3.13, 0.99, -0.73], [2.52, 0.79, -0.85], [3.61, 0.91, -0.55], [0.12, -1.34, -3.19], [1.00, -1.95, -3.00], [-0.80, -1.71, -2.72], [0.18, -0.17, -3.85], [-0.72, 0.43, -4.03], [1.16, 0.24, -4.16], [-0.62, -0.83, 3.59], [-0.88, -1.09, 2.13], [0.54, -1.29, 1.55], [1.44, -1.46, 2.39], [0.69, -1.21, 0.28], [0.42, -0.99, 3.69], [-1.18, -1.49, 4.14], [-0.89, 0.14, 3.81], [-1.45, -2.01, 2.01], [-1.43, -0.27, 1.64]]}


Record 8
{"formula": "C8H9ClO2S", "method": "ωB97M-V/def2-TZVPD", "relative_energy_kcal_mol": 46.9, "homo_lumo_gap_ev": 8.842, "symbols": ["C", "C", "C", "C", "C", "C", "C", "C", "O", "O", "S", "Cl", "H", "H", "H", "H", "H", "H", "H", "H", "H"], "xyz": [[-1.50, -2.09, 2.12], [-2.01, -0.81, 2.30], [-0.52, -2.26, 1.16], [-1.52, 0.26, 1.60], [0.11, -1.23, 0.50], [-0.41, 0.04, 0.79], [1.29, 1.03, -0.75], [1.39, 2.40, -1.47], [2.19, 0.52, -3.48], [0.23, 1.14, 0.25], [1.46, -0.31, -2.57], [-0.53, -0.16, -3.07], [-1.90, -3.05, 2.49], [-2.85, -0.73, 2.98], [-0.34, -3.35, 0.74], [-1.87, 1.28, 1.75], [0.56, -1.35, -0.43], [2.19, 0.66, -0.30], [1.30, 3.04, -0.58], [0.45, 2.61, -1.99], [2.29, 2.35, -2.04]]}


Record 9
{"formula": "C8H9ErO6P", "method": "ωB97M-V/def2-TZVPD", "relative_energy_kcal_mol": 0.0, "spin_multiplicity": 4, "homo_lumo_gap_ev": [8.402, 8.482], "total_charge": 3, "symbols": ["O", "C", "Er", "O", "C", "C", "O", "C", "O", "C", "O", "C", "P", "C", "C", "O", "H", "H", "H", "H", "H", "H", "H", "H", "H"], "xyz": [[1.21, -2.71, -1.68], [1.13, -1.93, -0.84], [0.57, 0.21, 0.87], [0.70, 0.90, -2.74], [0.84, 0.70, -1.61], [-0.70, 2.06, 0.13], [-1.33, 2.91, -0.34], [2.78, 1.19, 0.40], [3.79, 1.70, 0.15], [-1.29, -0.47, -0.56], [-2.11, -0.67, -1.35], [-1.17, -1.72, 4.90], [-1.52, -1.36, 3.19], [-2.89, -0.22, 3.03], [-1.89, -2.86, 2.28], [-0.26, -0.70, 2.58], [-0.15, -1.38, 5.11], [-1.24, -2.80, 5.09], [-1.87, -1.20, 5.56], [-2.63, 0.73, 3.52], [-3.10, -0.02, 1.98], [-3.78, -0.64, 3.51], [-2.13, -2.62, 1.24], [-1.02, -3.52, 2.29], [-2.74, -3.36, 2.74]]}


Record 10
{"formula": "C8H9F5N2SSbScSe4", "method": "ωB97M-V/def2-TZVPD", "relative_energy_kcal_mol": 0.0, "homo_lumo_gap_ev": 7.317, "symbols": ["Sc", "F", "C", "C", "F", "C", "F", "C", "S", "C", "F", "C", "F", "Se", "Sb", "Se", "Se", "Se", "N", "C", "C", "N", "H", "H", "H", "H", "H", "H", "H", "H", "H"], "xyz": [[0.42, -1.77, 1.09], [-5.14, -0.77, -2.33], [-4.36, -1.01, -1.28], [-3.03, -0.64, -1.29], [-2.50, -0.04, -2.35], [-2.26, -0.91, -0.18], [-0.94, -0.52, -0.24], [-2.72, -1.54, 0.97], [-1.71, -1.84, 2.38], [-4.07, -1.90, 0.94], [-4.61, -2.50, 2.00], [-4.88, -1.64, -0.15], [-6.16, -2.00, -0.13], [2.64, -2.63, -2.99], [3.13, -2.72, -0.39], [2.47, -0.91, 2.07], [1.08, -4.05, 0.19], [1.86, -0.83, -1.64], [3.59, 1.37, 0.05], [2.96, 2.72, -0.02], [1.44, 2.63, -0.08], [0.77, 2.22, 1.13], [4.61, 1.41, 0.15], [3.37, 0.79, -0.79], [3.23, 0.77, 0.85], [3.36, 3.22, -0.91], [3.27, 3.28, 0.86], [1.16, 1.95, -0.89], [1.07, 3.61, -0.38], [0.83, 2.92, 1.87], [1.11, 1.34, 1.50]]}


So what do the calculations give for maximum force? Going down the list: 2.99, 4.74, 1.61, 3.65, 3.96, 2.36, 5.96, 3.83, 7.36, 0.35 eV/A.
So what do the calculations give for total energy? Going down the list: -1181.205338, -1395.443983, -6370.590466, -2993.567107, -3562.874550, -1838.965781, -983.489818, -1319.001788, -2117.053679, -11924.101128 hartree.